A molecular structure, C40H40N10O2ReS3, computed with ωB97M-V/def2-TZVPD.

Structure (ORCA input):
```
! wB97M-V def2-TZVPD RIJCOSX def2/J DEFGRID3
* xyz 4 2
Re -0.357 0.221 -0.617
S -2.098 -2.310 0.525
S -2.591 1.019 -0.405
S -0.486 0.619 -2.749
O 3.743 4.000 -2.625
O -0.787 -1.580 -0.096
N 1.659 -0.518 -0.831
N 0.360 1.801 0.463
N 3.797 -0.790 -1.063
N 0.797 3.767 1.238
N 3.234 -1.795 -1.759
N 1.380 2.903 2.098
N 4.244 4.381 -4.727
N 3.422 5.398 -4.284
N -2.523 1.335 -4.344
N -4.095 2.256 -2.225
C 5.121 2.308 -3.647
C -2.133 1.223 -3.129
C 5.534 0.283 -2.401
C -8.926 1.051 -2.343
C 1.178 5.869 0.034
C 0.768 7.625 -1.558
C -6.458 2.077 -1.600
C -4.338 2.784 -3.582
C -7.901 0.188 -1.968
C -3.916 1.779 -4.615
C 6.550 0.607 -4.555
C 0.173 3.127 0.279
C 4.943 1.532 -2.510
C -3.036 1.549 -1.990
C 1.628 7.026 -2.464
C 3.151 5.143 -3.054
C -8.719 2.423 -2.343
C 4.414 3.581 -3.734
C -1.719 0.977 -5.561
C -3.904 -1.789 -7.974
C -3.491 -2.161 -6.698
C -5.119 2.629 -1.196
C -2.136 -3.808 -0.434
C 1.115 1.728 1.624
C 2.871 -0.032 -0.512
C -7.482 2.938 -1.978
C 6.342 -0.183 -3.428
C 2.273 5.839 -2.118
C 2.065 5.284 -0.862
C 5.254 -0.536 -1.164
C 0.986 5.237 1.389
C -2.494 0.009 -6.405
C -6.669 0.699 -1.596
C -1.466 -2.911 2.075
C -2.911 0.379 -7.679
C 5.936 1.844 -4.678
C 0.524 7.042 -0.317
C -3.611 -0.526 -8.466
C 1.957 -1.617 -1.605
C -2.785 -1.264 -5.915
H -0.755 0.596 -5.232
H -3.708 -3.155 -6.331
H -3.801 3.732 -3.675
H -0.153 7.522 0.380
H -2.893 -4.445 0.032
H -2.450 -3.560 -1.446
H -4.776 2.255 -0.236
H -7.330 4.012 -1.959
H -1.288 -2.054 2.723
H 5.737 -1.509 -1.183
H -4.549 0.889 -4.615
H -0.334 3.603 -0.544
H 1.859 5.333 2.033
H -2.670 1.361 -8.071
H -0.568 -3.505 1.917
H 0.121 5.636 1.918
H 1.216 -2.267 -2.041
H 1.444 0.809 2.085
H -4.447 -2.494 -8.589
H 0.281 8.555 -1.815
H 3.086 0.850 0.068
H 2.623 4.396 -0.585
H -5.880 0.026 -1.269
H 1.815 7.470 -3.433
H -8.077 -0.880 -1.951
H 4.342 1.927 -1.699
H -5.131 3.720 -1.167
H -2.434 -1.566 -4.930
H -3.919 -0.245 -9.463
H -3.936 2.205 -5.617
H -5.406 2.974 -3.673
H 6.087 2.455 -5.558
H 5.547 -0.014 -0.252
H 7.193 0.248 -5.346
H -9.522 3.094 -2.617
H -1.161 -4.291 -0.408
H -1.560 1.922 -6.086
H -9.891 0.652 -2.623
H -2.268 -3.516 2.508
H 6.817 -1.154 -3.356
*
```

Values from the calculation:
⟨S²⟩: 0.7596
Highest occupied orbital energy (spin up / spin down), eV: -16.49 / -16.49
E, eV: -95723.1778
Energy relative to the best compared isomer or geometry (same formula, charge and spin), kcal/mol: 0.0

=====

4 unconnected molecules or ions with the total composition C3H12O4, computed with ωB97M-V/def2-TZVPD.

Structure (ORCA input):
```
! wB97M-V def2-TZVPD RIJCOSX def2/J DEFGRID3
* xyz 0 1
O 1.188 0.342 -1.075
O -1.120 -1.928 0.249
O 1.468 -1.727 0.824
O -2.000 -2.217 -2.303
C 0.619 1.927 0.507
C 0.252 1.256 -0.587
C -0.267 2.664 1.500
H 1.666 -2.523 0.352
H -1.111 -2.801 0.642
H 0.311 2.948 2.394
H -0.835 3.350 0.914
H 1.841 -0.991 0.324
H -1.093 -2.084 -2.017
H 1.667 1.751 0.844
H -0.580 1.244 -1.367
H 1.641 0.533 -1.903
H -2.535 -1.878 -1.583
H -0.181 -1.701 0.406
H -0.933 1.837 1.879
*
```

Values from the calculation:
Highest occupied orbital energy, eV: -9.39
SMILES: C/C=C/O.O.O.O
E, eV: -11494.0879
Energy relative to the best compared isomer or geometry (same formula, charge and spin), kcal/mol: 38.6

=====

- Look up the E of the first one.
  -95723.1778 eV